(1)
Formula: C2H8N2
Source: OMol25
Level of theory: wB97M-V/def2-TZVPD

Structure (ORCA input):
```
! wB97M-V def2-TZVPD RIJCOSX def2/J DEFGRID3
* xyz 0 1
H 0.649 -3.770 -5.520
H 1.010 3.647 4.116
H -0.046 2.004 5.171
N -0.827 1.186 3.500
H -0.691 -2.766 -5.010
H -1.620 0.860 4.016
C -0.009 2.119 4.088
H 0.159 -2.234 -6.280
H -0.675 0.893 2.552
H 1.058 -2.182 -4.739
N 0.638 2.994 3.432
C 0.352 -2.750 -5.326
*
```

The calculation puts the orbital gap at 10.369 eV. As for the HOMO energy: -9.282 eV. As for the SMILES: [H]/N=C/N.C. The calculation puts the total energy at -190.4843 Ha. For the energy above the lowest of the compared OMol25 structures with the same formula, charge and spin, the calculation gives 9.1 kcal per mole.

Results of the Löwdin charge analysis, in e, for atoms 1 through 2: number 1, H, carries 0.010; number 2, H, carries 0.027


(2)
Formula: C12H14BF5N6Re
Source: OMol25
Level of theory: wB97M-V/def2-TZVPD

Structure (ORCA input):
```
! wB97M-V def2-TZVPD RIJCOSX def2/J DEFGRID3
* xyz 4 4
C -1.680 -2.301 -0.604
C -0.552 2.439 -2.490
H -2.487 -2.714 2.274
N 1.760 -0.130 -0.099
N -0.740 -1.299 -0.598
H 3.286 -0.142 -2.971
H -1.548 4.295 -1.827
F -1.240 0.567 3.391
H -2.044 -2.633 0.354
C -1.117 3.329 -1.585
F 0.724 1.480 4.714
C -1.945 -2.677 -1.917
H -1.018 -1.833 -3.784
B 0.526 0.046 -2.338
H 0.793 0.087 -3.516
C 1.065 1.104 3.454
C 3.898 -0.140 -0.768
C 3.068 -0.124 0.358
H 3.281 -0.086 1.421
H -2.542 -1.394 3.453
F 0.239 -1.171 3.518
N -0.399 1.521 -0.461
C 0.015 0.084 2.912
N -0.407 -1.083 -1.949
H -2.638 -3.441 -2.215
H -3.481 -1.198 1.948
F 2.307 0.541 3.492
N 1.812 -0.067 -1.507
F 1.107 2.251 2.698
N -0.133 1.348 -1.839
H -1.245 3.077 0.686
C -2.542 -1.607 2.375
C -0.988 2.749 -0.321
Re -0.018 -0.029 0.822
H 4.966 -0.184 -0.763
H -1.630 -1.108 1.863
H -0.406 2.468 -3.565
C -1.135 -1.897 -2.718
C 3.088 -0.127 -1.899
*
```

The calculation puts the orbital gap (alpha / beta) at 7.000 / 4.865 eV. As for the HOMO energy (alpha / beta): -24.684 / -23.982 eV. The calculation puts the total energy at -1394.7117 Ha. For the energy above the lowest of the compared OMol25 structures with the same formula, charge and spin, the calculation gives 0.0 kcal per mole.

Results of the Löwdin charge analysis, in e, for atoms 1 through 2: number 1, C, carries 0.028; number 2, C, carries 0.131


(3)
Formula: C22H26N2O2SSe3Si2TeZr
Source: OMol25
Level of theory: wB97M-V/def2-TZVPD

Structure (ORCA input):
```
! wB97M-V def2-TZVPD RIJCOSX def2/J DEFGRID3
* xyz -2 1
C -0.085 -4.152 2.144
C 1.240 5.958 2.184
C -0.003 -3.694 4.486
H 1.517 0.298 4.729
H 2.542 0.225 3.298
H 3.093 -0.186 -2.428
H 4.928 -1.196 1.958
C -1.387 0.671 3.745
C 0.044 -2.344 4.189
H 3.020 5.714 3.357
C 5.404 -0.418 0.016
C -0.072 -2.794 1.829
H 2.512 -1.481 1.412
H 0.733 -4.492 -1.021
C -0.320 3.492 -0.203
H 0.001 -4.032 5.518
C 2.361 5.261 2.623
H 1.990 -3.562 -0.214
N 6.760 -0.258 0.264
Se -2.911 0.220 0.657
H 5.496 0.246 -2.024
Si -0.205 -2.268 -0.071
C 3.522 -0.377 -1.452
H 1.690 1.702 3.686
C 1.119 -3.487 -0.860
C 4.868 -0.150 -1.240
H -0.118 -4.883 1.343
C -0.054 -4.608 3.449
N 2.685 -0.813 -0.518
H -0.077 -5.673 3.662
Te -1.712 1.664 -2.787
C 3.206 -1.098 0.672
C 4.545 -0.943 0.979
H 1.022 6.950 2.558
O -0.693 4.139 -1.178
H 1.453 -3.102 -1.820
Se 0.637 0.837 -2.801
H 3.515 3.457 2.452
H -2.014 -3.222 -1.608
H -2.287 0.104 3.508
C 0.396 5.366 1.260
C 0.647 4.092 0.778
H -1.202 0.567 4.815
C 2.640 4.007 2.125
H -1.611 1.720 3.551
H 6.996 -0.142 1.239
C 1.608 0.618 3.691
C 0.018 -1.869 2.881
S 2.258 1.878 0.497
Se -2.867 -0.187 -1.618
H -0.478 5.889 0.893
H 0.102 -1.634 5.002
H 7.209 0.422 -0.331
O -0.758 2.314 0.080
Si 0.081 0.064 2.591
H -2.700 -2.776 -0.054
Zr -0.080 0.460 -0.097
H -1.839 -4.293 -0.224
C 1.795 3.390 1.190
C -1.842 -3.248 -0.532
*
```

The calculation puts the orbital gap at 5.691 eV. As for the HOMO energy: -1.389 eV. The calculation puts the total energy at -9610.7073 Ha. For the energy above the lowest of the compared OMol25 structures with the same formula, charge and spin, the calculation gives 30.9 kcal per mole.

Results of the Löwdin charge analysis, in e, for atoms 1 through 2: number 1, C, carries -0.136; number 2, C, carries -0.123


(4)
Formula: C8H22N
Source: OMol25
Level of theory: wB97M-V/def2-TZVPD

Structure (ORCA input):
```
! wB97M-V def2-TZVPD RIJCOSX def2/J DEFGRID3
* xyz 1 1
C 1.348 0.906 -1.778
C 2.006 -1.431 -1.602
H -2.205 1.550 3.901
H -3.858 -0.120 2.888
H -1.147 0.200 4.403
N 1.289 -0.428 -2.440
H 2.991 -0.042 -3.678
H -3.278 -1.302 1.673
C -1.358 0.913 3.583
H -0.195 -1.827 -3.088
H 0.148 2.342 4.252
C -0.128 1.787 3.340
H -0.333 2.513 2.535
C -0.134 -0.841 -2.599
H 0.728 1.159 3.038
H -0.679 -0.107 -3.218
H 1.900 -1.328 -4.283
C 1.936 -0.347 -3.780
H -2.797 -1.473 3.391
C -1.772 0.127 2.342
H 0.821 1.660 -2.387
H 0.873 0.862 -0.784
H -1.983 0.840 1.522
H -0.627 -0.905 -1.615
H 1.416 0.392 -4.412
H 1.971 -2.425 -2.079
C -3.002 -0.747 2.586
H 2.397 1.225 -1.653
H 3.062 -1.139 -1.475
H -0.925 -0.511 2.024
H 1.538 -1.502 -0.606
*
```

The calculation puts the orbital gap at 10.696 eV. As for the HOMO energy: -13.585 eV. The calculation puts the total energy at -372.5055 Ha.

Results of the Löwdin charge analysis, in e, for atoms 1 through 2: number 1, C, carries 0.000; number 2, C, carries -0.001


(5)
Formula: C7H12O
Source: OMol25
Level of theory: wB97M-V/def2-TZVPD

Structure (ORCA input):
```
! wB97M-V def2-TZVPD RIJCOSX def2/J DEFGRID3
* xyz 0 1
H 0.147 -2.556 -0.657
O -0.806 3.400 -0.596
H -1.644 2.994 -0.352
H 0.568 -1.586 -2.054
H -3.513 -1.046 -1.398
C 0.331 -0.448 -0.299
H 1.240 1.631 0.948
C 1.600 0.714 1.411
C -0.060 -1.612 -1.158
C -2.489 -0.972 -1.043
C 2.365 0.780 2.498
H 2.550 1.758 2.933
H 2.723 -0.144 2.948
H -0.142 2.830 -0.192
H 1.548 -1.451 1.099
H -1.743 -2.350 -2.378
H -0.048 0.518 -0.611
H -2.344 -0.292 -0.214
C -1.502 -1.663 -1.578
C 1.218 -0.505 0.693
*
```

The calculation puts the orbital gap at 9.766 eV. As for the HOMO energy: -8.886 eV. As for the SMILES: C=C/C=C/CC=C.O. The calculation puts the total energy at -349.0873 Ha. For the energy above the lowest of the compared OMol25 structures with the same formula, charge and spin, the calculation gives 38.5 kcal per mole.

Results of the Löwdin charge analysis, in e, for atoms 1 through 2: number 1, H, carries 0.116; number 2, O, carries -0.053


(6)
Formula: C33H55ClF6N3O4P
Source: OMol25
Level of theory: wB97M-V/def2-TZVPD

Structure (ORCA input):
```
! wB97M-V def2-TZVPD RIJCOSX def2/J DEFGRID3
* xyz 0 1
C -4.398 -3.547 0.473
C 1.419 1.949 3.726
H -9.020 1.184 1.710
C -6.547 1.864 2.684
C 7.699 -3.101 -5.647
F 0.712 -1.576 4.397
H -8.912 4.374 1.347
C -8.874 1.549 0.692
C -8.070 4.494 2.027
O -0.425 3.570 -1.876
H 9.762 0.394 -6.178
H 2.107 2.551 4.322
C 1.976 3.026 -0.416
C 9.573 -0.956 -7.826
H 7.160 -1.907 -7.345
H 9.280 -1.981 -8.052
F 4.443 0.602 -0.613
C 8.298 -0.660 -3.440
H 8.136 1.049 -4.728
H 6.174 -1.602 -5.948
H 2.641 0.234 3.264
H -3.706 -3.737 -0.350
H -4.285 -5.500 1.336
H -5.859 2.458 3.292
H -2.763 -2.647 4.514
N -2.722 -4.390 2.083
H -2.777 1.319 1.143
H -9.486 2.440 0.563
H -5.930 4.326 2.027
F 6.379 1.277 -1.300
N -6.603 2.493 1.377
C -0.953 2.346 1.836
H 2.127 3.273 -1.458
H -6.912 0.842 0.189
H 0.418 2.141 4.098
H 3.672 2.470 2.443
H 7.739 -1.557 -3.176
H 10.629 -0.857 -8.078
H 8.248 0.016 -2.587
H -2.746 -1.232 3.475
H -2.525 -6.401 2.470
C 1.547 2.378 2.284
N 7.960 -0.575 -5.979
H -4.093 -2.358 3.391
H 9.001 -0.285 -8.468
C -4.103 -4.467 1.645
P -2.913 1.574 -1.731
H -1.255 -5.399 3.129
H 7.223 -3.943 -6.152
F -0.533 0.035 3.650
H -9.263 0.787 0.014
H -7.955 5.562 2.217
H -4.325 -2.493 0.745
H 5.189 2.756 0.646
C 4.453 3.181 -0.039
H -1.200 -3.143 2.704
H -7.515 1.879 3.210
H -5.051 0.396 2.157
C -1.658 2.078 -0.503
C -1.888 1.833 0.792
H -8.325 4.018 2.974
C -2.338 -5.456 2.990
H 9.960 -1.295 -5.743
C 0.702 -0.509 3.575
C -7.392 1.805 0.385
H -2.256 -2.454 1.512
H -2.655 -4.742 5.037
C -2.253 -3.057 2.423
H -6.699 -0.250 2.128
C 7.726 0.035 -4.682
C 0.701 2.795 0.064
C -3.011 -2.290 3.515
C 1.804 0.477 3.920
C 3.053 2.915 0.449
F 4.770 1.007 -2.731
H 8.778 -3.219 -5.759
H -4.824 -4.256 2.452
C -6.767 3.935 1.439
H -5.413 -3.720 0.114
C -0.454 2.879 -0.883
H 4.635 4.254 -0.097
H -7.309 2.359 -0.553
H -4.100 -5.428 4.288
F 0.831 -0.982 2.314
C 0.472 2.495 1.410
H -2.800 -6.482 4.834
H 2.118 0.281 4.943
H 9.344 -0.937 -3.579
C -3.016 -5.520 4.364
H -6.633 4.329 0.428
C 9.360 -0.607 -6.360
H 7.460 -3.180 -4.587
Cl -2.911 -0.465 -1.297
C 5.053 1.420 -1.496
H 6.647 0.155 -4.561
O -1.968 1.588 -3.056
C 7.205 -1.783 -6.261
C 2.824 2.581 1.773
O -1.358 2.645 2.936
H -2.396 1.067 -3.747
H -5.907 0.066 3.667
O 4.666 2.703 -1.371
C -6.026 0.434 2.647
*
```

The calculation puts the orbital gap at 6.691 eV. As for the HOMO energy: -7.936 eV. As for the SMILES: O=C1C(P(O)Cl)=CC(=O)c2c(CCC(F)(F)F)cc(COC(F)(F)F)cc21.CCN(CC)CC.CCN(CC)CC.CCN(CC)CC. The calculation puts the total energy at -3156.4344 Ha. For the energy above the lowest of the compared OMol25 structures with the same formula, charge and spin, the calculation gives 0.0 kcal per mole.

Results of the Löwdin charge analysis, in e, for atoms 1 through 2: number 1, C, carries -0.099; number 2, C, carries -0.109


(7)
Formula: C32H20Cl6NO3PRe
Source: OMol25
Level of theory: wB97M-V/def2-TZVPD

Structure (ORCA input):
```
! wB97M-V def2-TZVPD RIJCOSX def2/J DEFGRID3
* xyz 2 4
C -2.365 0.342 3.199
C 1.216 1.811 2.466
C -4.729 -0.017 1.836
C 1.489 1.532 -1.780
H -0.710 4.992 1.400
C 3.877 0.264 -1.664
C -0.571 -2.298 2.506
C -4.755 0.160 3.208
H -0.529 -4.197 3.487
N -2.789 -0.134 -1.221
C 2.193 -2.548 2.329
C 2.036 -1.177 -4.723
Re -0.546 -0.220 -1.239
H 1.930 -4.415 3.351
C 0.186 -1.290 1.908
H 1.739 0.933 2.813
O -0.649 -2.105 -1.112
C 0.353 -1.991 -3.228
C 0.998 4.208 2.441
H -0.644 0.900 -4.747
C 1.258 -0.050 -4.992
H 3.268 -2.648 2.252
O 0.170 -4.029 -1.938
C 0.064 1.704 1.689
H 2.570 3.148 3.446
H -1.551 -0.967 -3.415
Cl 1.854 1.166 -6.044
C -0.007 0.077 -4.445
C 1.441 -3.541 2.941
H 3.006 -1.275 -5.194
C -3.566 0.346 3.894
Cl -0.147 2.221 -1.884
H -1.443 0.493 3.749
H 2.187 -3.013 -3.609
Cl 2.811 -2.099 -0.928
C 1.570 -1.432 1.798
C -0.164 4.102 1.687
C 1.680 3.066 2.835
H -4.725 -0.245 -0.646
C -3.691 -0.155 -0.317
C -0.634 2.855 1.314
H -1.648 -2.218 2.579
H 1.361 5.184 2.738
H -1.557 2.780 0.749
P -0.637 0.128 1.163
H 2.166 -0.683 1.291
C 2.709 -0.444 -1.379
C -0.465 -0.898 -3.554
C 1.577 -2.152 -3.850
H -4.190 -0.310 -2.572
C 2.595 2.295 -2.067
C 1.460 0.185 -1.434
H -5.664 -0.143 1.302
H -3.564 0.491 4.966
C -0.047 -2.880 -2.088
C 3.826 1.628 -2.005
Cl 2.467 3.940 -2.479
H -5.701 0.160 3.733
Cl 5.392 -0.523 -1.595
C -2.323 0.146 1.822
C 0.060 -3.419 3.020
Cl 5.255 2.486 -2.345
C -3.526 -0.025 1.121
O -3.226 -0.203 -2.539
*
```

The calculation puts the orbital gap (alpha / beta) at 7.596 / 6.463 eV. As for the HOMO energy (alpha / beta): -14.416 / -14.523 eV. The calculation puts the total energy at -4692.0941 Ha. For the energy above the lowest of the compared OMol25 structures with the same formula, charge and spin, the calculation gives 24.5 kcal per mole.

Results of the Löwdin charge analysis, in e, for atoms 1 through 2: number 1, C, carries -0.062; number 2, C, carries -0.062


(8)
Formula: C25H41Cl3O2P2Tl
Source: OMol25
Level of theory: wB97M-V/def2-TZVPD

Structure (ORCA input):
```
! wB97M-V def2-TZVPD RIJCOSX def2/J DEFGRID3
* xyz 1 1
H -0.769 -2.361 -4.789
C 2.976 -2.165 3.555
H -0.597 1.948 -5.407
C 0.832 -4.073 2.263
H 3.235 -2.538 2.558
H 2.148 1.944 -4.522
C 1.512 -2.050 3.708
H 3.463 -1.195 3.704
C -0.742 -2.474 3.542
C -3.651 0.543 -1.398
H 1.407 1.019 -5.820
Cl 0.383 3.433 3.990
H -4.311 -0.027 -0.730
H -3.277 -2.940 -2.635
H -4.058 -1.813 -3.770
H -0.028 2.480 -0.657
H 0.008 -1.329 -5.992
H -2.023 -3.383 2.109
H 1.122 2.798 -2.012
C -3.747 -1.945 -2.734
O 1.547 2.278 1.590
H -4.611 -1.934 -2.055
C -0.402 -1.341 -4.962
H -1.567 0.266 -5.820
H -1.742 0.422 4.543
C 0.279 1.848 1.838
C 0.543 -2.911 3.127
C 1.628 -0.051 -3.966
H -1.386 -0.361 6.096
C 0.826 -1.080 4.491
H 3.834 4.341 -0.045
H 2.499 -0.152 5.419
Cl -2.148 2.406 2.930
H 1.049 -2.048 -3.420
H 0.178 2.974 -4.182
C 0.730 -1.141 -3.962
C -2.025 -3.100 3.170
H -2.916 0.945 -3.894
H 2.876 0.333 -0.584
C 1.339 1.225 -4.732
C -1.651 -0.435 -4.976
C 1.428 0.026 5.258
H -2.859 -2.412 3.345
C -0.530 2.981 2.523
C -0.888 1.350 -3.329
C -1.626 -0.552 5.040
P 2.262 2.534 0.124
Cl -0.615 4.357 1.388
H 1.312 0.990 4.735
Tl 0.344 0.082 -2.071
H 4.336 1.326 -0.400
P -2.555 -0.669 -2.208
C -0.038 1.923 -4.458
H 3.406 -2.864 4.287
H 2.174 4.864 -0.373
O -0.125 0.738 1.553
H -1.228 2.111 -2.603
C 0.973 2.241 -1.065
H -2.521 -1.060 -5.236
H -4.259 1.075 -2.143
H 0.939 0.130 6.239
C -0.567 -1.342 4.390
H -3.031 1.235 -0.806
C -1.984 0.372 -3.701
H -2.215 -4.015 3.752
H -0.030 -4.305 1.631
H 3.491 0.692 1.046
H 2.677 4.593 1.311
H 1.697 -3.875 1.620
C 3.351 1.110 0.042
C 2.792 4.229 0.277
H -2.588 -1.073 4.989
H 1.060 -4.970 2.856
H 2.657 -0.178 -3.583
*
```

The calculation puts the orbital gap (alpha / beta) at 5.318 / 5.777 eV. As for the HOMO energy (alpha / beta): -8.765 / -8.664 eV. The calculation puts the total energy at -3362.9908 Ha. For the energy above the lowest of the compared OMol25 structures with the same formula, charge and spin, the calculation gives 23.0 kcal per mole.

Results of the Löwdin charge analysis, in e, for atoms 1 through 2: number 1, H, carries 0.116; number 2, C, carries -0.049